No. 1
Density functional theory data (ωB97M-V/def2-TZVPD) for C24H58BF10N5O11PdS2 as an isolated structure at a distorted geometry.

The geometry in XYZ format:
```
112
Properties=species:S:1:pos:R:3:forces:R:3:lowdin_spin:R:1
Pd 1.727 1.848 1.020 0.43 1.10 -0.43 1.572
B -0.025 0.158 0.639 -2.83 -0.90 0.01 0.000
F -0.288 1.074 1.663 -1.19 0.63 1.12 0.016
F 0.151 0.887 -0.504 -0.87 0.98 -1.98 0.026
F 1.168 -0.403 0.884 2.51 -2.05 0.90 0.029
F -1.061 -0.722 0.576 -0.32 -0.54 -0.29 0.001
C 5.763 1.045 0.398 0.31 0.74 0.37 -0.001
F 5.552 1.513 -0.870 -0.07 -0.78 1.48 0.000
F 5.355 -0.220 0.537 0.53 1.02 -1.04 0.000
F 7.071 1.183 0.661 -1.00 -0.55 -0.35 0.000
S 4.867 2.161 1.723 -0.13 3.53 -1.87 0.002
O 5.876 2.498 2.710 -1.55 -1.43 -0.69 0.003
O 4.348 3.372 1.040 0.23 -2.38 0.43 0.000
N 3.440 1.222 2.087 3.48 1.39 -0.74 0.061
S 4.007 0.397 3.306 0.44 -3.37 4.50 0.008
O 5.249 -0.319 3.060 -0.73 1.08 -0.31 0.017
O 3.916 1.134 4.553 -0.39 -0.47 -1.09 0.002
C 2.873 -1.134 3.522 0.13 0.88 -1.07 0.001
F 2.946 -1.899 2.421 -0.41 0.53 0.08 0.000
F 3.272 -1.902 4.511 0.04 0.48 0.53 0.000
F 1.619 -0.710 3.726 0.10 -0.40 -0.02 0.001
C -1.154 -2.434 3.495 -0.35 -0.48 -1.02 0.000
C -2.489 -2.554 4.217 0.66 0.00 -0.19 0.000
O -2.292 -2.115 5.521 0.17 0.44 1.65 0.000
H -0.280 -2.895 3.954 -0.30 0.17 0.76 0.000
H -0.934 -1.400 3.228 0.04 -0.06 0.11 0.000
H -1.224 -3.011 2.573 -0.18 0.26 -0.41 0.000
H -2.865 -3.576 4.259 0.01 -0.21 -0.45 0.000
H -3.243 -1.891 3.790 -0.08 -0.20 -0.72 0.000
H -3.121 -2.231 5.991 0.03 0.09 0.23 0.000
C 2.498 -1.001 -5.794 0.02 0.28 0.29 0.000
O 1.339 -1.437 -5.108 0.52 -0.81 -0.36 0.000
C 1.692 -2.436 -4.137 -0.75 0.81 0.58 0.000
C 0.410 -3.132 -3.679 0.47 -0.55 -0.71 0.000
N 0.515 -3.904 -2.454 -0.05 0.47 1.25 0.000
C 0.613 -3.163 -1.173 0.80 -0.45 -0.97 0.000
C 1.204 -4.054 -0.052 -1.19 1.23 -0.33 0.000
O 2.462 -4.590 -0.337 0.74 -0.33 -0.45 0.000
C 3.527 -3.652 -0.192 -0.43 -0.14 -0.49 0.000
H 2.962 -1.785 -6.394 0.06 -0.28 0.14 0.000
H 3.196 -0.633 -5.042 0.49 0.02 -0.05 0.000
H 2.304 -0.175 -6.479 -0.53 -0.01 0.16 0.000
H 2.161 -1.924 -3.296 0.13 0.18 0.33 0.000
H 2.433 -3.174 -4.446 0.00 -0.02 -0.69 0.000
H 0.153 -3.840 -4.466 -0.12 -0.07 -0.13 0.000
H -0.420 -2.426 -3.704 0.11 0.08 0.53 0.000
H 1.320 -4.512 -2.429 0.08 -0.26 -0.56 0.000
H -0.332 -2.698 -0.894 -0.13 -0.30 0.21 0.000
H 1.315 -2.335 -1.276 0.14 0.43 -0.01 0.000
H 0.529 -4.871 0.200 0.10 -0.04 -0.04 0.000
H 1.247 -3.324 0.756 0.15 -0.30 0.70 0.000
H 3.492 -3.278 0.832 0.44 0.22 -0.25 0.000
H 3.447 -2.871 -0.949 -0.38 0.61 0.21 0.000
H 4.488 -4.081 -0.475 -0.16 -0.65 0.55 0.000
C 0.475 2.509 3.960 -0.39 1.15 1.22 0.003
O 1.183 3.005 2.809 -0.53 0.56 0.12 0.065
C 0.544 4.218 2.326 -0.39 -0.02 0.27 0.003
C 1.065 4.710 0.985 1.17 0.10 1.20 0.002
N 0.984 3.679 -0.040 0.23 1.66 0.03 0.104
C 1.918 3.988 -1.139 0.02 -0.22 -0.01 0.005
C 2.002 2.721 -1.916 1.17 -0.35 0.08 0.005
O 2.491 1.675 -1.015 0.57 1.06 -2.23 0.054
C 2.840 0.503 -1.725 -0.31 -2.31 1.15 0.004
H 0.869 1.611 4.436 0.32 -0.03 -0.87 0.000
H -0.608 2.457 3.844 0.01 -0.56 -0.83 0.000
H 0.533 3.286 4.722 0.48 0.18 0.20 0.002
H 0.627 5.022 3.058 0.39 -0.04 0.22 0.001
H -0.526 4.018 2.272 -0.18 -0.16 -0.31 0.000
H 2.127 4.951 1.008 0.12 0.00 0.72 0.000
H 0.593 5.666 0.759 -0.48 -0.13 -0.27 0.002
H 0.105 3.858 -0.505 -0.84 -1.20 0.32 0.006
H 2.882 4.330 -0.764 -0.04 -0.24 0.10 0.000
H 1.481 4.761 -1.772 0.13 0.20 -0.11 0.003
H 2.747 2.830 -2.704 -0.14 -0.14 -0.23 0.001
H 1.016 2.501 -2.327 0.05 -0.58 -0.02 0.000
H 3.044 -0.218 -0.933 0.01 -0.16 0.12 0.001
H 3.737 0.419 -2.339 0.08 1.31 -0.17 0.002
H 2.006 0.045 -2.257 -0.30 0.52 -0.21 0.000
C -5.271 4.545 0.593 0.46 -0.38 -0.18 0.000
C -4.323 4.718 1.766 -0.44 -1.18 1.46 0.000
C -3.469 3.445 2.009 -1.09 -0.16 -1.61 0.000
O -4.379 2.380 2.194 0.12 -0.60 0.92 0.000
C -3.782 1.057 2.165 0.34 1.59 -0.85 0.000
N -3.455 5.830 1.555 0.92 0.91 -0.44 0.000
H -5.906 3.662 0.675 0.11 0.10 0.19 0.000
H -4.612 4.403 -0.264 -0.15 -0.01 -0.36 0.000
H -5.902 5.411 0.396 0.09 0.13 0.21 0.000
H -4.852 4.907 2.700 -0.65 -0.35 0.11 0.000
H -2.678 3.518 2.755 -0.28 0.17 0.69 0.000
H -2.932 3.304 1.071 0.32 -0.23 -0.43 0.000
H -2.875 1.059 2.770 -0.10 -0.34 0.36 0.000
H -3.455 0.925 1.134 0.08 -0.51 -0.12 0.000
H -4.509 0.291 2.435 0.05 0.34 0.17 0.000
H -4.037 6.624 1.331 0.08 0.29 -0.21 0.000
H -3.034 6.063 2.443 0.28 0.15 0.10 0.000
C -3.426 -2.843 -0.916 -0.79 0.73 -0.23 0.000
C -3.493 -3.414 -2.316 1.43 -0.24 -0.37 0.000
C -3.212 -2.384 -3.413 -0.38 -0.43 -0.63 0.000
O -2.908 -3.089 -4.643 0.31 0.75 0.29 0.000
C -4.033 -3.483 -5.369 -0.47 -0.15 -0.27 0.000
N -2.427 -4.411 -2.369 -0.13 -0.59 0.57 0.000
H -3.541 -3.609 -0.149 0.15 -0.03 -0.14 0.000
H -4.236 -2.123 -0.797 -0.10 0.15 0.22 0.000
H -2.500 -2.284 -0.779 0.09 -0.14 0.14 0.000
H -4.467 -3.856 -2.522 -0.03 -0.23 0.10 0.000
H -2.354 -1.740 -3.224 0.15 -0.23 0.28 0.000
H -4.066 -1.718 -3.538 -0.25 0.12 -0.31 0.000
H -4.576 -4.301 -4.896 -0.34 0.13 0.41 0.000
H -3.785 -3.901 -6.344 0.64 0.26 -0.01 0.000
H -4.667 -2.614 -5.549 -0.41 -0.06 0.04 0.000
H -1.578 -3.961 -2.055 0.16 -0.24 0.22 0.000
H -2.171 -4.735 -3.291 -0.47 0.11 -0.25 0.000
```
Forces are in eV/Å.

The LUMO energy (alpha / beta) is -0.06 / -2.79 eV. The multiplicity is 3. The value obtained for the HOMO energy (alpha / beta) is -8.5 / -8.5 eV. The energy is -3998.32499 hartree. The value obtained for the gap between HOMO and LUMO (alpha / beta) is 8.41 / 5.68 eV.

***

No. 2
Density functional theory data (ωB97M-V/def2-TZVPD) for C24H58MnP2Si4Te as an isolated structure at a distorted geometry.

The geometry in XYZ format:
```
90
Properties=species:S:1:pos:R:3:forces:R:3:lowdin_spin:R:1
P -0.942 -2.473 -2.971 -1.63 0.64 -1.70 -0.086
P -0.619 0.815 -4.206 1.67 1.38 -3.35 0.009
C -1.859 -1.318 -4.082 -0.04 -2.20 0.00 0.004
C -0.865 -0.790 -5.084 -0.53 0.51 0.71 0.003
H -2.253 -0.493 -3.422 -0.27 -0.75 -0.35 0.001
H -2.695 -1.858 -4.523 -0.25 -0.06 0.07 -0.003
H 0.138 -1.270 -5.107 -0.83 0.23 0.11 0.000
H -1.228 -0.724 -6.114 -0.16 0.01 0.33 0.001
C -2.049 1.919 -4.637 -0.97 -0.54 0.16 -0.001
H -1.733 2.973 -4.624 0.17 -0.43 0.06 0.000
H -2.888 1.828 -3.929 0.18 0.06 -0.19 0.000
H -2.421 1.698 -5.650 0.11 0.07 0.38 0.000
C 0.270 1.290 -5.811 0.93 0.86 0.53 0.004
H -0.465 1.416 -6.626 0.26 -0.19 0.44 0.000
H 0.979 0.485 -6.057 -0.17 0.43 -0.02 0.000
H 0.828 2.222 -5.683 -0.10 -0.20 -0.27 0.000
C -2.391 -3.234 -2.082 0.00 0.09 -0.96 0.001
H -2.157 -4.284 -2.137 -0.35 -0.62 0.52 -0.002
H -3.291 -2.986 -2.688 0.41 -0.36 0.84 0.001
H -2.480 -2.932 -0.991 -0.54 -0.61 -0.63 -0.002
C 0.183 -3.508 -3.768 0.75 -1.20 -0.35 -0.016
H 0.978 -2.938 -4.226 0.19 0.28 -0.11 -0.001
H -0.327 -4.082 -4.532 -0.08 -0.21 -0.29 -0.006
H 0.650 -4.194 -3.067 -0.02 -0.14 0.18 0.000
Mn -1.402 -1.382 -1.289 -0.66 3.82 2.95 2.874
C 1.793 3.434 -3.800 -0.07 -0.06 0.72 0.003
C 0.976 2.730 -3.029 -1.03 0.24 0.90 0.002
C 1.362 1.710 -1.965 0.21 0.12 0.54 0.010
C 2.577 0.713 -2.112 -0.51 -0.23 1.73 0.001
C 3.002 0.108 -3.411 -0.03 0.02 -1.45 0.000
C 3.370 0.707 -4.571 -0.07 -0.96 0.91 0.000
C 3.727 2.125 -4.863 0.23 0.76 -0.46 0.000
C 3.248 3.125 -3.813 0.66 0.94 -0.30 0.000
C -0.022 -2.262 -0.246 0.29 -0.13 0.52 -0.146
H 1.435 4.359 -4.264 0.05 -0.61 -0.33 0.000
H -0.100 3.035 -2.996 0.95 -0.14 0.18 0.000
H 0.464 1.120 -1.716 0.28 0.14 -0.28 0.012
H 1.556 2.272 -1.010 -0.04 -0.24 -0.76 0.000
H 3.427 1.191 -1.608 -0.06 -0.24 -0.10 0.000
H 2.277 -0.140 -1.424 0.54 0.80 -0.65 0.000
H 3.069 -0.999 -3.400 -0.40 0.65 -0.20 0.000
H 3.452 0.038 -5.428 0.48 -0.02 0.16 0.000
H 3.329 2.373 -5.858 0.14 0.09 0.14 0.000
H 4.844 2.288 -4.939 -1.02 -0.69 -0.01 0.000
H 3.562 2.700 -2.861 0.06 0.59 0.05 0.000
H 3.746 4.101 -3.981 0.16 -0.64 0.23 0.000
H 0.351 -1.459 0.432 0.27 -1.39 -0.45 0.016
H 0.683 -2.642 -1.008 0.04 -0.09 1.19 -0.001
H -0.721 -2.999 0.248 1.32 0.52 -0.28 0.006
C 2.766 0.215 2.880 -0.10 -0.11 -0.10 0.005
Si 1.329 0.882 3.919 1.14 0.64 -0.21 0.021
C 1.605 0.374 5.728 -0.44 -0.20 -0.01 0.003
C 1.363 2.769 3.789 -0.15 -0.05 -0.11 0.002
Si -0.752 0.014 3.036 0.17 -0.66 0.41 0.036
Te -1.558 0.440 0.542 0.00 -0.19 0.16 0.216
Si -0.796 -2.273 3.711 0.22 -0.31 0.66 0.001
C -1.383 -2.443 5.513 0.03 0.21 -0.22 0.002
C -1.986 -3.343 2.745 -0.10 -0.35 -0.52 -0.001
C 0.974 -2.932 3.570 -0.16 -0.02 -0.11 -0.001
Si -2.290 1.157 4.431 -0.97 0.84 0.10 0.015
C -1.998 1.016 6.297 0.26 -0.31 -0.15 0.002
C -2.245 2.987 3.958 -0.05 -0.21 -0.02 0.001
C -3.966 0.409 3.994 0.04 0.07 0.10 0.005
H 3.626 0.901 2.941 -0.29 -0.18 0.05 0.001
H 2.478 0.135 1.823 0.14 0.01 0.15 0.000
H 3.101 -0.774 3.221 -0.11 0.21 -0.11 0.000
H 2.679 0.431 5.968 -0.24 0.03 -0.30 0.001
H 1.087 1.038 6.431 0.11 -0.16 -0.23 0.000
H 1.282 -0.655 5.939 0.10 0.21 -0.01 0.000
H 0.833 3.113 2.891 0.13 0.01 0.16 0.000
H 0.909 3.259 4.659 0.07 -0.12 -0.17 0.000
H 2.402 3.124 3.716 -0.25 -0.19 0.06 0.000
H -2.457 -2.203 5.584 0.36 -0.06 0.05 0.000
H -1.260 -3.504 5.799 0.00 0.39 -0.11 0.000
H -0.831 -1.821 6.229 -0.15 -0.22 -0.16 0.000
H -2.043 -3.013 1.700 -0.16 -0.13 0.12 -0.001
H -1.646 -4.395 2.749 -0.12 0.41 0.02 0.000
H -3.007 -3.326 3.151 0.27 0.10 -0.04 0.000
H 1.425 -2.686 2.603 -0.02 -0.05 0.08 -0.001
H 1.653 -2.571 4.356 -0.28 -0.04 -0.17 0.000
H 0.923 -4.024 3.645 0.10 0.10 0.05 0.000
H -0.978 1.278 6.602 -0.25 -0.01 -0.07 0.000
H -2.679 1.717 6.805 0.10 -0.11 -0.30 0.001
H -2.216 0.012 6.682 0.05 0.23 -0.11 0.000
H -2.453 3.118 2.888 0.02 0.05 0.18 -0.001
H -3.027 3.513 4.526 0.20 -0.09 -0.15 0.000
H -1.279 3.460 4.179 -0.29 -0.13 -0.03 0.000
H -4.169 0.475 2.916 0.01 0.02 0.20 0.002
H -4.032 -0.647 4.288 -0.01 0.23 -0.05 0.000
H -4.750 0.966 4.527 0.09 -0.19 -0.13 0.000
```
Forces are in eV/Å.

The LUMO energy (alpha / beta) is -8.83 / -8.62 eV. The multiplicity is 4. As for the net charge: +2. The value obtained for the HOMO energy (alpha / beta) is -13.3 / -13.3 eV. The energy is -4208.18622 hartree. The value obtained for the gap between HOMO and LUMO (alpha / beta) is 4.47 / 4.70 eV.